The following is a DFT calculation (ωB97M-V/def2-TZVPD) of a 8-piece molecular cluster, C44H100F12N7O6PS2 overall in a non-equilibrium geometry.

Calculated values
Calculated total energy   -4906.021035 Ha
HOMO energy   -11.47 eV
Kohn-Sham gap   5.02 eV
Strongest force on any atom   3.90 eV Å⁻¹
Charge   +4

Last column: Löwdin charge in e.
Positions of all 172 atoms, in Å:
P1 -0.17 -0.56 -1.12  0.10
F1 0.92 0.45 -1.72  -0.18
F2 0.96 -1.72 -1.05  -0.18
F3 0.18 -0.06 0.34  -0.16
F4 -1.30 -1.59 -0.51  -0.20
F5 -1.19 0.71 -1.22  -0.19
F6 -0.42 -0.93 -2.68  -0.19
C1 3.58 -4.38 -6.82  -0.01
N1 2.94 -3.40 -7.77  -0.31
C2 1.46 -3.83 -7.61  -0.02
C3 3.00 -1.95 -7.32  0.03
C4 3.31 -3.65 -9.30  -0.04
C5 4.77 -3.26 -9.81  -0.18
O1 5.73 -3.97 -9.02  -0.06
H1 4.63 -4.07 -6.76  0.10
H2 3.43 -5.41 -7.15  0.12
H3 3.20 -4.26 -5.81  0.10
H4 1.17 -4.72 -8.16  0.11
H5 0.77 -3.06 -7.96  0.10
H6 1.25 -3.95 -6.55  0.10
H7 2.81 -1.90 -6.25  0.11
H8 2.33 -1.28 -7.87  0.12
H9 4.04 -1.63 -7.40  0.11
H10 2.55 -3.01 -9.75  0.13
H11 3.02 -4.66 -9.58  0.13
H12 4.85 -2.17 -9.77  0.12
H13 4.81 -3.60 -10.84  0.13
H14 6.46 -4.30 -9.55  0.10
C6 -0.54 -6.99 5.64  0.05
N2 -0.92 -6.12 4.36  -0.30
C7 -0.39 -4.69 4.60  -0.02
C8 -0.08 -6.62 3.17  0.00
C9 -2.50 -6.08 4.00  -0.01
C10 -3.03 -7.19 2.98  -0.23
O2 -3.12 -8.48 3.52  -0.04
H15 -0.97 -6.66 6.58  0.11
H16 0.54 -6.82 5.70  0.09
H17 -0.73 -8.03 5.39  0.10
H18 0.67 -4.66 4.84  0.10
H19 -0.84 -4.18 5.45  0.11
H20 -0.54 -4.12 3.68  0.11
H21 0.95 -6.57 3.52  0.10
H22 -0.26 -6.04 2.27  0.12
H23 -0.23 -7.69 3.00  0.11
H24 -2.55 -5.13 3.47  0.11
H25 -3.05 -6.02 4.94  0.13
H26 -2.54 -7.20 2.00  0.12
H27 -4.04 -6.82 2.77  0.12
H28 -3.91 -8.48 4.07  0.10
C11 6.28 1.44 0.33  -0.09
C12 7.51 1.40 -0.59  -0.23
C13 7.38 0.30 -1.67  -0.09
N3 8.69 0.17 -2.53  -0.22
C14 10.00 -0.17 -1.74  0.06
C15 8.55 -0.97 -3.58  -0.11
C16 9.15 -0.45 -4.83  -0.17
C17 9.54 1.03 -4.71  -0.12
C18 8.90 1.47 -3.33  -0.07
H29 6.27 2.14 1.17  0.08
H30 6.20 0.45 0.78  0.07
H31 5.38 1.75 -0.21  0.09
H32 8.37 1.22 0.07  0.10
H33 7.63 2.39 -1.02  0.11
H34 6.50 0.55 -2.25  0.14
H35 7.24 -0.65 -1.16  0.13
H36 10.82 -0.48 -2.39  0.11
H37 9.73 -0.94 -1.01  0.11
H38 10.23 0.77 -1.24  0.10
H39 8.95 -1.85 -3.08  0.13
H40 7.49 -1.21 -3.67  0.12
H41 10.10 -0.97 -4.96  0.12
H42 8.55 -0.51 -5.73  0.12
H43 10.61 1.21 -4.78  0.11
H44 9.13 1.56 -5.57  0.12
H45 9.42 2.25 -2.77  0.13
H46 7.94 1.90 -3.62  0.14
C19 -5.67 -3.62 -3.70  -0.12
C20 -6.61 -2.76 -4.53  -0.20
C21 -5.86 -1.36 -4.71  -0.08
N4 -6.60 -0.34 -5.62  -0.26
C22 -7.89 0.16 -4.88  0.06
C23 -7.08 -0.95 -6.94  -0.11
C24 -7.22 0.20 -7.90  -0.13
C25 -6.29 1.37 -7.42  -0.12
C26 -5.75 0.82 -6.12  -0.11
H47 -5.96 -4.67 -3.74  0.08
H48 -5.53 -3.39 -2.65  0.08
H49 -4.64 -3.62 -4.07  0.08
H50 -7.57 -2.67 -4.02  0.11
H51 -6.73 -3.30 -5.47  0.11
H52 -4.91 -1.63 -5.17  0.13
H53 -5.74 -0.83 -3.77  0.13
H54 -8.64 -0.63 -4.74  0.10
H55 -8.32 0.94 -5.51  0.11
H56 -7.51 0.59 -3.95  0.10
H57 -7.98 -1.51 -6.73  0.13
H58 -6.28 -1.64 -7.21  0.14
H59 -8.22 0.63 -8.00  0.12
H60 -6.93 -0.09 -8.91  0.13
H61 -6.79 2.33 -7.28  0.12
H62 -5.43 1.55 -8.06  0.13
H63 -5.57 1.54 -5.32  0.14
H64 -4.82 0.26 -6.22  0.13
C27 1.21 2.30 7.63  -0.09
C28 0.99 2.24 9.16  -0.22
C29 1.96 3.19 9.88  -0.10
N5 2.10 3.00 11.43  -0.23
C30 2.77 1.62 11.72  0.04
C31 2.89 4.14 12.18  -0.05
C32 2.22 4.20 13.60  -0.15
C33 0.73 4.17 13.29  -0.13
C34 0.65 3.10 12.12  -0.04
H65 0.36 1.94 7.06  0.07
H66 2.05 1.69 7.30  0.08
H67 1.31 3.32 7.26  0.08
H68 1.10 1.20 9.47  0.10
H69 -0.05 2.53 9.34  0.10
H70 1.67 4.24 9.84  0.13
H71 3.00 3.09 9.57  0.13
H72 2.00 0.98 11.28  0.08
H73 2.77 1.48 12.80  0.11
H74 3.73 1.48 11.23  0.11
H75 3.96 3.94 12.14  0.13
H76 2.72 5.09 11.68  0.13
H77 2.44 3.37 14.27  0.12
H78 2.47 5.12 14.13  0.13
H79 0.10 3.96 14.15  0.13
H80 0.44 5.11 12.81  0.12
H81 0.39 2.10 12.47  0.12
H82 0.02 3.43 11.30  0.10
C35 -10.27 -0.66 4.02  -0.09
C36 -9.22 0.17 3.29  -0.25
C37 -8.22 0.82 4.25  -0.11
N6 -6.89 1.34 3.68  -0.23
C38 -5.99 0.20 3.26  0.02
C39 -6.05 2.28 4.62  -0.07
C40 -5.45 3.37 3.74  -0.13
C41 -5.87 3.13 2.26  -0.12
C42 -7.14 2.23 2.42  -0.09
H83 -9.81 -1.32 4.76  0.08
H84 -10.88 -1.24 3.32  0.09
H85 -10.96 -0.12 4.67  0.09
H86 -9.68 0.83 2.55  0.11
H87 -8.81 -0.49 2.52  0.10
H88 -7.99 0.08 5.02  0.13
H89 -8.75 1.66 4.68  0.14
H90 -5.90 -0.52 4.07  0.11
H91 -5.02 0.64 3.03  0.11
H92 -6.32 -0.25 2.32  0.11
H93 -5.32 1.59 5.04  0.12
H94 -6.63 2.72 5.43  0.13
H95 -4.37 3.52 3.83  0.12
H96 -5.90 4.28 4.14  0.12
H97 -5.17 2.68 1.56  0.11
H98 -6.08 4.06 1.74  0.12
H99 -7.27 1.64 1.51  0.13
H100 -8.02 2.86 2.53  0.14
C43 5.74 9.05 -5.19  -0.63
F7 4.67 9.45 -4.54  0.14
F8 5.78 9.74 -6.36  0.12
F9 6.84 9.32 -4.48  0.13
S1 5.55 7.15 -5.53  0.74
O3 6.53 6.82 -6.60  -0.35
O4 5.86 6.50 -4.22  -0.36
N7 3.91 6.95 -6.16  -0.31
S2 3.38 5.71 -5.37  0.55
O5 4.21 4.51 -5.54  -0.37
O6 2.98 5.98 -3.97  -0.36
C44 1.65 5.28 -6.27  -0.51
F10 1.86 5.22 -7.62  0.08
F11 1.18 4.05 -5.82  0.07
F12 0.82 6.33 -5.94  0.08